C30H34CoN6S2 as an isolated structure in a non-equilibrium geometry. Source: the OMol25 dataset; level of theory: ωB97M-V/def2-TZVPD.

The orbital gap (alpha / beta) is 6.6 / 4.5 eV. As for the total energy: -99890.947 eV. The highest occupied orbital energy (alpha / beta) comes out at -9.24 / -9.33 eV. The multiplicity is 5. The value obtained for the energy above the lowest of the compared OMol25 structures with the same formula, charge and spin is 303.3 kJ/mol. For the largest force on an atom, the calculation gives 1.034 eV Å⁻¹. Its net charge is +1.

Last column: Löwdin charge in e.
Geometry (Å):
N: 2.94174 -0.22701 -0.68129  0.03
H: -1.92173 -3.59119 -1.45944  0.11
C: -5.53849 0.54977 -1.10553  -0.06
C: 0.64930 -1.79796 -1.74765  -0.64
H: 3.40248 -1.90606 -1.76002  0.10
H: -1.62915 2.31835 -2.80128  0.14
H: 3.33863 4.06251 2.36230  0.10
H: -1.07920 2.63160 3.56183  0.09
H: -2.84628 2.95090 -1.69165  0.11
Co: -0.08771 0.69458 -0.50156  0.73
H: 5.45640 0.61868 -0.88495  0.11
C: -2.92231 -0.93472 -0.31460  -0.22
C: 2.54704 3.05070 0.67266  -0.05
H: 1.80844 -0.75874 0.87990  0.14
H: -0.79522 -3.43855 1.36250  0.08
H: -0.72260 -0.99071 -3.13461  0.08
H: -5.69701 -1.39580 1.72552  0.11
C: -2.99448 0.45361 -0.94164  -0.18
C: -1.61467 2.12145 2.76141  -0.05
H: -4.19528 1.61815 -2.27467  0.11
C: -1.92420 -3.14334 -0.46445  -0.17
C: 2.39211 2.03807 -0.23962  -0.22
H: 1.21108 4.07402 -1.19587  0.11
H: 1.14363 -4.81392 0.06201  0.11
H: -7.03940 -0.22761 0.15727  0.11
C: 3.59828 3.33914 1.59521  -0.09
N: 1.26575 1.96004 -1.05158  -0.11
H: -0.12865 -2.54750 3.28772  0.08
C: 4.83390 1.20208 -0.21427  -0.02
C: -3.87252 -1.30856 0.73410  0.00
C: 3.40693 0.90745 -0.33882  -0.22
H: 3.55610 -3.55182 -0.07468  0.11
N: 0.58810 -1.11652 -0.68043  -0.03
H: 0.71042 -1.70681 -3.89541  0.08
H: 4.69865 -1.47012 -0.66016  0.11
C: 3.14390 -2.60457 0.28362  -0.10
H: -3.45855 -1.98509 1.47523  0.11
H: 0.84054 -0.13536 -3.05529  0.08
S: -1.23414 -0.43675 3.83800  1.11
C: -0.75192 -3.79479 0.33851  -0.14
C: 5.46450 2.02016 0.65279  -0.08
H: -1.47746 2.68526 1.84377  0.06
C: -4.25691 0.90090 -1.46845  0.01
H: 1.68462 3.70647 0.76014  0.10
C: 1.64877 -2.81853 0.70677  -0.26
N: -1.89983 1.13482 -1.09886  0.01
C: 0.76125 -3.80578 -0.09355  -0.48
H: 0.67166 3.20682 -2.62150  0.11
N: -0.39688 0.31363 1.57135  0.04
H: -1.06306 -4.83946 0.37785  0.12
H: -2.82977 -3.50605 0.03036  0.11
C: -5.17941 -0.97076 0.87376  -0.06
C: -5.97167 -0.21561 -0.02407  -0.04
H: 1.68085 -3.18663 1.73706  0.15
C: -1.07623 0.73989 2.59714  -0.60
C: 1.00336 -1.46700 0.67315  -0.26
H: 3.66666 -2.37098 1.21341  0.12
C: 0.64212 3.20151 -1.52412  -0.24
H: 5.53246 3.30063 2.37474  0.10
H: -6.32045 1.01142 -1.69704  0.12
C: -1.87543 2.46472 -1.74434  -0.18
C: 4.87626 2.89753 1.61236  -0.11
H: -0.91825 3.35447 -0.02585  0.08
C: -0.34483 -1.56556 2.89753  -0.34
N: -1.99469 -1.69842 -0.74017  0.11
C: 3.60688 -1.51504 -0.76149  -0.18
C: 0.01137 -1.01274 1.71892  -0.30
C: 0.36186 -1.11710 -3.04758  -0.06
H: -2.67343 2.10962 3.02035  0.09
H: -1.11034 4.42415 -1.39936  0.12
C: -0.82849 3.40807 -1.11490  -0.17
S: 0.97565 -3.50349 -1.85536  1.08
H: 6.54894 2.00549 0.62678  0.11